(1)
{
  "formula": "C8H10F12N2O10S4Zn",
  "method": "ωB97M-V with the def2-TZVPD basis set",
  "symbols": ["Zn", "S", "S", "S", "S", "F", "F", "F", "F", "F", "F", "F", "F", "F", "F", "F", "F", "O", "O", "O", "O", "O", "O", "O", "O", "O", "O", "N", "N", "C", "C", "C", "C", "C", "C", "C", "C", "H", "H", "H", "H", "H", "H", "H", "H", "H", "H"],
  "xyz": [[-0.42704, 0.30517, 0.28669], [-0.52503, -4.02105, 0.69362], [2.53863, 2.09281, -2.32821], [0.41647, 0.97076, -3.15904], [-2.71096, -2.62141, 1.07808], [0.95932, -4.18269, -1.52957], [4.58429, 0.07010, -2.42666], [2.35169, -0.64269, -4.13554], [0.43554, -1.56334, -3.95844], [-4.76943, -3.79607, -0.26045], [3.88548, 0.68186, -0.45602], [0.74453, -0.24707, -5.69771], [1.84916, -3.06264, 0.07936], [5.18619, 2.08128, -1.63001], [-4.30433, -1.81746, -0.94043], [-3.02881, -3.40820, -1.49333], [1.83934, -5.26460, 0.19316], [-1.36468, -5.03540, 0.08930], [-1.26932, 2.71758, 1.15658], [2.47023, 3.31663, -1.52403], [0.35662, 1.13202, 2.81037], [2.90024, 2.21002, -3.73234], [-0.77366, 0.46784, -2.46576], [-2.94777, -1.21821, 1.50015], [-3.01250, -3.66965, 2.00368], [-0.21366, -4.36507, 2.04822], [0.17803, 2.19811, -3.90602], [1.47223, 1.07538, -1.82582], [-1.06691, -2.52808, 0.41223], [4.23069, 1.14222, -1.67431], [-0.49253, 3.36770, 2.11321], [0.75032, 0.33515, 3.87997], [-2.21337, 3.58801, 0.54508], [-0.18790, 2.38589, 3.28021], [1.00907, -0.44241, -4.31657], [-3.76737, -2.94086, -0.51914], [1.16470, -4.16879, -0.17976], [-0.96588, 4.19156, 2.64732], [1.28953, 0.90487, 4.63678], [-1.80166, 4.11893, -0.31324], [-3.10667, 3.10741, 0.14617], [-1.16615, 2.20667, 3.72632], [-0.01871, -0.14656, 4.48386], [1.45244, -0.40125, 3.48902], [-2.69329, 4.26695, 1.24993], [0.28877, 2.85922, 4.13860], [0.47409, 3.74940, 1.78450]],
  "atomic_forces_ev_per_a": [[-0.21, -0.16, -0.36], [1.00, -3.97, 0.18], [7.14, 2.92, 1.37], [-2.00, 1.66, 1.29], [0.59, 2.54, -0.09], [0.27, -0.37, 1.14], [-0.03, 1.42, 0.69], [-1.70, 0.85, -0.51], [-0.60, 0.19, 0.12], [0.83, 0.36, 0.30], [0.92, 0.17, 0.05], [0.56, 0.17, 3.46], [0.67, 0.12, 0.37], [-0.30, -1.28, 0.20], [-0.14, 0.90, 0.27], [0.41, -0.34, -0.03], [-0.79, 1.16, -0.26], [0.21, 1.15, -0.72], [-0.52, -0.67, -0.59], [-0.18, -1.62, -0.95], [-0.62, 1.60, -0.73], [-1.45, -0.47, 0.91], [-0.07, -0.92, 0.45], [0.44, -1.57, -1.12], [0.26, 0.61, -0.66], [0.67, 1.27, 0.46], [0.79, -2.13, 0.74], [-2.91, -1.51, -2.54], [-1.95, 0.58, 0.94], [-2.64, 0.85, -0.85], [2.19, -0.74, 2.55], [1.28, -1.13, 1.20], [-1.20, 0.52, -0.99], [-2.08, -0.01, -0.90], [1.71, -0.77, -2.10], [-0.47, -0.60, 0.11], [-1.17, 0.32, -1.27], [-0.58, 0.12, -0.51], [0.32, 0.41, -0.23], [0.39, 0.20, 0.28], [0.41, -1.03, 0.04], [-0.37, -0.63, -0.09], [-0.64, -0.12, -0.66], [-0.22, -0.17, 0.10], [0.68, 0.22, 0.33], [1.19, -0.10, -0.49], [-0.10, 0.00, -0.90]],
  "lowdin_charge": [1.27, 0.55, 0.57, 0.67, 0.70, 0.10, 0.12, 0.10, 0.16, 0.15, 0.08, 0.09, 0.12, 0.13, 0.15, 0.16, 0.16, -0.28, -0.20, -0.31, -0.21, -0.29, -0.38, -0.37, -0.26, -0.28, -0.27, -0.33, -0.32, -0.57, -0.20, -0.11, -0.06, -0.16, -0.53, -0.66, -0.62, 0.13, 0.09, 0.11, 0.10, 0.13, 0.10, 0.10, 0.10, 0.13, 0.14],
  "relative_energy_kcal_mol": 185.1,
  "gap_ev": 5.40,
  "total_energy_ha": -5742.89012
}



(2)
{
  "formula": "C8H10F3N",
  "method": "ωB97M-V with the def2-TZVPD basis set",
  "symbols": ["F", "F", "F", "N", "C", "C", "C", "C", "C", "C", "C", "C", "H", "H", "H", "H", "H", "H", "H", "H", "H", "H"],
  "xyz": [[0.01094, -2.62658, -0.48828], [-1.15849, -2.05542, -2.25525], [-2.10810, -1.99526, -0.33245], [0.38022, 0.38888, 0.59470], [1.95248, -0.29780, 2.03489], [0.74983, 0.06139, 2.76791], [1.69746, -0.03104, 0.71951], [-0.16123, 0.45908, 1.83461], [-0.17696, 0.39988, -0.68176], [0.58564, 0.68262, -1.96911], [-1.55791, 0.96262, -0.73675], [-0.95980, -1.79489, -0.96175], [1.60306, 0.10622, -2.09480], [0.66879, 1.68753, -1.91346], [0.43895, 0.04401, 3.76845], [2.80573, -0.63943, 2.51746], [-2.30518, 0.59119, -0.06998], [-1.56140, 1.89445, -0.31487], [-0.09777, 0.48949, -2.68212], [2.37785, -0.20804, 0.01419], [-2.09407, 0.99043, -1.75330], [-1.09005, 0.89067, 2.00215]],
  "atomic_forces_ev_per_a": [[-0.90, 0.07, -0.19], [0.02, -0.31, -0.34], [-0.12, -0.32, 0.41], [2.35, -0.08, -2.22], [-2.47, 1.19, 0.38], [-0.04, -0.04, -2.15], [-1.47, -0.24, 4.11], [0.63, -0.29, 0.63], [-2.93, -3.48, -0.50], [3.04, -3.52, 3.51], [-1.39, -0.85, -1.82], [2.37, 3.10, 0.33], [-2.15, 1.30, 0.19], [1.11, 3.54, -0.25], [0.38, -0.15, 1.35], [1.55, -0.55, 0.27], [-0.20, -1.53, 0.49], [0.45, 3.32, 0.40], [-1.84, -1.04, -2.79], [1.88, -0.44, -3.28], [1.32, -0.08, 1.37], [-1.60, 0.39, 0.10]],
  "lowdin_charge": [0.07, 0.09, 0.11, -0.06, -0.04, -0.05, -0.07, -0.09, -0.25, 0.00, -0.07, -0.47, 0.14, 0.06, 0.08, 0.08, 0.07, 0.05, 0.04, 0.07, 0.13, 0.10],
  "relative_energy_kcal_mol": 60.3,
  "gap_ev": [8.67, 8.67],
  "total_energy_ha": -665.06279
}



(3)
{
  "formula": "C8H10F3N4O2",
  "method": "ωB97M-V with the def2-TZVPD basis set",
  "symbols": ["F", "F", "F", "O", "O", "N", "N", "N", "N", "C", "C", "C", "C", "C", "C", "C", "C", "H", "H", "H", "H", "H", "H", "H", "H", "H", "H"],
  "xyz": [[0.61877, -0.62003, -1.95178], [1.44764, -2.16798, -3.66129], [1.53172, -2.77380, -1.27374], [-0.01923, -0.47800, 2.28303], [0.56932, 0.84704, 3.92966], [0.33498, 0.62161, 2.73371], [-1.66968, -4.19101, -0.65713], [-1.41021, -1.82652, 0.00802], [-0.60721, -2.76654, -2.39805], [0.71839, 3.85335, -0.00301], [-1.23873, -2.91231, -1.03123], [1.01763, 4.04762, 1.34655], [0.30919, 2.60029, -0.46183], [0.90033, 2.98831, 2.24864], [0.48191, 1.73335, 1.78664], [0.19092, 1.53275, 0.43023], [0.74578, -2.06705, -2.33062], [0.80371, 4.68413, -0.70139], [-0.12924, 0.56243, 0.05694], [-1.58663, -0.88527, -0.40640], [-0.64555, -1.82057, 0.71941], [1.33877, 5.02643, 1.69593], [-2.70064, -4.31592, -0.53737], [-0.97290, -4.97195, -0.51238], [1.13414, 3.15672, 3.29779], [0.07919, 2.45634, -1.51537], [-1.24236, -2.31343, -3.09494]],
  "atomic_forces_ev_per_a": [[0.77, -4.77, -1.32], [-2.76, 0.50, 5.31], [-2.64, 2.71, -3.72], [0.28, 0.79, 0.45], [-0.51, -0.65, -2.34], [0.23, -0.08, 1.50], [0.90, 2.07, -0.64], [0.49, -2.52, -4.71], [1.38, 1.58, 2.68], [0.01, -0.06, 0.12], [0.11, 0.94, 2.05], [-0.13, -0.38, -0.16], [0.04, -0.09, 0.37], [-0.03, -0.06, -0.02], [0.06, 0.69, -0.58], [0.00, 0.21, 0.08], [1.33, 0.39, -0.22], [-0.01, -0.19, 0.15], [0.22, 0.31, 0.29], [0.64, -1.00, 0.38], [-1.01, -0.26, 0.08], [-0.07, -0.25, -0.03], [1.48, 0.15, 1.00], [-1.33, 0.91, -1.26], [-0.11, -0.25, -0.23], [0.06, 0.00, 0.23], [0.60, -0.68, 0.54]],
  "lowdin_charge": [0.01, 0.05, 0.04, 0.02, 0.10, -0.31, 0.19, 0.19, 0.15, -0.05, -0.17, -0.05, -0.06, 0.02, -0.14, -0.02, -0.22, 0.12, 0.06, 0.11, 0.11, 0.12, 0.16, 0.17, 0.13, 0.11, 0.17],
  "gap_ev": 5.99,
  "charge": 1,
  "total_energy_ha": -979.47767
}



(4)
{
  "formula": "C8H10F6N2O3S",
  "method": "ωB97M-V with the def2-TZVPD basis set",
  "symbols": ["S", "F", "F", "F", "F", "F", "F", "O", "O", "O", "N", "N", "C", "C", "C", "C", "C", "C", "C", "C", "H", "H", "H", "H", "H", "H", "H", "H", "H", "H"],
  "xyz": [[0.63552, -1.82125, -0.35530], [-2.53342, 1.22060, 1.35126], [-4.57327, 1.60100, 0.76532], [-2.95412, 2.13894, -0.55265], [4.37373, 1.78421, 0.00218], [2.95945, 1.54417, -1.60660], [2.28421, 2.13466, 0.35570], [3.26310, -1.03510, -0.68374], [0.39709, -0.37239, -0.44732], [-4.42478, -0.88867, -0.31389], [2.61563, -0.31858, 1.36326], [-2.24207, -0.53169, -0.85082], [2.33364, -1.66125, 1.82974], [-1.06444, -2.60112, -0.36278], [-3.39035, 1.20837, 0.30830], [-1.95650, -1.85830, -1.35070], [3.14093, 1.34387, -0.30983], [-3.42764, -0.21036, -0.33051], [2.98835, -0.14625, 0.08564], [0.91868, -2.09877, 1.46710], [3.05772, -2.32098, 1.34416], [-1.41583, 0.05476, -0.73549], [-2.91143, -2.37626, -1.47707], [0.77900, -3.15493, 1.67925], [2.48402, -1.69195, 2.91108], [2.24544, 0.46008, 1.88823], [-0.91820, -3.63404, -0.66887], [0.17668, -1.49549, 1.98884], [-1.50115, -2.56704, 0.63282], [-1.45717, -1.77160, -2.31925]],
  "atomic_forces_ev_per_a": [[-1.08, -1.88, 1.06], [0.07, -0.15, 0.04], [-0.03, -0.24, -0.14], [0.03, -0.06, -0.20], [0.10, -0.23, 0.03], [-0.06, -0.24, 0.00], [-0.22, -0.08, 0.15], [0.24, 0.03, -0.13], [-0.04, 1.46, -0.38], [-0.27, -0.13, 0.08], [0.03, 0.02, 0.52], [0.38, 0.06, -0.27], [0.09, -0.13, -0.09], [0.49, 0.18, -0.12], [-0.15, 0.25, 0.29], [0.00, 0.01, 0.02], [0.15, 0.36, -0.21], [0.06, 0.51, 0.11], [0.32, 0.59, -0.01], [0.36, 0.05, -0.70], [-0.05, 0.04, 0.20], [-0.33, 0.00, 0.09], [0.22, 0.00, -0.02], [-0.09, -0.16, 0.04], [-0.02, -0.08, -0.10], [0.05, 0.00, -0.21], [0.04, -0.15, 0.01], [-0.19, 0.01, -0.12], [0.02, 0.02, 0.09], [-0.12, -0.06, -0.01]],
  "lowdin_charge": [1.00, 0.14, 0.17, 0.15, 0.15, 0.18, 0.14, 0.07, -0.50, 0.11, 0.07, 0.07, -0.20, -0.28, -0.55, -0.20, -0.55, -0.40, -0.45, -0.27, 0.13, 0.11, 0.13, 0.10, 0.13, 0.15, 0.09, 0.10, 0.09, 0.13],
  "gap_ev": 10.10,
  "total_energy_ha": -1643.49630
}



(5)
{
  "formula": "C8H10F6O4",
  "method": "ωB97M-V with the def2-TZVPD basis set",
  "symbols": ["F", "F", "F", "F", "F", "F", "O", "O", "O", "O", "C", "C", "C", "C", "C", "C", "C", "C", "H", "H", "H", "H", "H", "H", "H", "H", "H", "H"],
  "xyz": [[6.78417, -8.50552, -1.03489], [6.33682, -9.81912, -8.72536], [4.37425, -10.52717, -8.58886], [6.95776, -8.89296, -3.14044], [5.88206, -11.93007, -9.22149], [8.20816, -7.42334, -2.27481], [5.12244, -8.99713, -10.99422], [4.86519, -7.06318, -3.39775], [6.04732, -5.83130, -1.67376], [5.04586, -11.14211, -11.65189], [4.94201, -10.81085, -13.07206], [6.32737, -10.61113, -13.68642], [5.19116, -10.21525, -10.72455], [5.53767, -10.65328, -9.29780], [3.13006, -6.31308, -4.83739], [5.93805, -6.85991, -2.40223], [3.85366, -6.13250, -3.51790], [6.99942, -7.96966, -2.24360], [2.54897, -5.41537, -5.04847], [3.85124, -6.48363, -5.63672], [3.15812, -6.40726, -2.72491], [6.19661, -10.43540, -14.75418], [4.36055, -9.91189, -13.27667], [4.48921, -11.70137, -13.50801], [6.99174, -11.47070, -13.59782], [6.76685, -9.69496, -13.29196], [4.18716, -5.10014, -3.41253], [2.46491, -7.17073, -4.93795]],
  "atomic_forces_ev_per_a": [[0.21, -0.18, 0.07], [1.87, 0.23, 0.27], [-0.15, -0.36, -0.18], [-0.32, -1.35, -1.24], [0.82, 0.13, 0.14], [0.22, 0.21, 0.21], [0.15, -3.18, 1.25], [5.34, -1.51, 2.36], [-0.79, -4.52, -3.36], [0.02, -0.77, 0.73], [0.86, -0.13, -0.23], [-0.33, 0.32, -0.02], [0.31, 4.30, -2.93], [-3.12, -0.41, -0.12], [0.32, -0.14, -0.72], [-2.55, 4.95, 0.60], [-1.89, 0.51, 0.50], [-0.66, 1.10, 0.67], [0.05, -0.02, -0.08], [0.15, 0.42, -0.10], [-0.24, 0.69, 0.29], [-0.12, -0.02, -0.09], [-0.24, -0.19, 0.52], [-0.23, 0.20, 0.20], [-0.08, 0.08, 0.32], [0.24, -0.20, 0.14], [0.21, -0.11, 0.16], [-0.04, -0.05, 0.63]],
  "lowdin_charge": [0.17, 0.22, 0.13, 0.22, 0.19, 0.18, 0.11, -0.03, 0.11, 0.03, -0.17, -0.06, -0.35, -0.58, -0.06, -0.18, -0.28, -0.62, 0.08, 0.08, 0.13, 0.08, 0.12, 0.12, 0.08, 0.08, 0.13, 0.08],
  "relative_energy_kcal_mol": 33.1,
  "smiles": "CCOC(=O)C(F)(F)F.CCOC(=O)C(F)(F)F",
  "gap_ev": 11.63,
  "total_energy_ha": -1210.97540
}